The following is a DFT calculation (wB97M-V/def2-TZVPD) of the molecule C3H4O3.

Cartesian coordinates (Å):
H (-0.79, 1.46, 0.62)
C (1.08, -0.40, 0.53)
C (-1.01, 0.64, -0.10)
O (-2.10, 0.54, -0.64)
C (-0.02, -0.42, -0.24)
O (-0.42, -1.49, -0.98)
H (1.60, -1.28, 0.89)
H (-1.32, -1.25, -1.28)
H (1.37, 1.44, 0.32)
O (1.63, 0.76, 0.96)

As for the SMILES: O=C/C(O)=C\O. Its energy above the lowest of the compared OMol25 structures with the same formula, charge and spin is 43.1 kcal/mol. The value obtained for the HOMO-LUMO gap is 8.88 eV.